Entry one
Molecular formula: C4H12O3
Method: DFT, the ωB97M-V functional and the def2-TZVPD basis

Geometry as ORCA input:
```
! wB97M-V def2-TZVPD RIJCOSX def2/J DEFGRID3
* xyz 0 1
C 1.77851 -0.39502 -1.71291
C 1.03094 -0.00649 -0.42900
O 1.06584 1.44896 -0.35459
C 1.81862 -0.41163 0.84281
C 0.96423 -0.40404 2.07541
O 0.52456 0.93309 2.40508
H 2.43789 0.43267 -1.92275
H 1.09259 -0.64341 -2.52032
H 2.27972 -1.35813 -1.58316
H -0.02296 -0.28094 -0.36802
H 0.47660 1.94368 -0.94545
H 2.47004 -1.27863 0.67484
H 2.68004 0.27312 0.87310
H 0.04485 -0.99257 1.98926
H 1.45662 -0.65847 3.01691
H 0.39645 1.49016 1.63554
O -5.93831 -0.89431 -2.22698
H -5.62834 -0.55502 -1.37303
H -6.09036 -1.81823 -1.94366
*
```

Output
- HOMO level (eV) = -9.938
- SMILES string = C[C@H](O)CCO.O
- molecular weight (u) = 108.14

Entry two
Molecular formula: C4H12O3
Method: DFT, the ωB97M-V functional and the def2-TZVPD basis

Geometry as ORCA input:
```
! wB97M-V def2-TZVPD RIJCOSX def2/J DEFGRID3
* xyz 0 1
O -1.47530 1.72016 0.87059
C -1.09028 0.36995 1.16702
C 0.14273 -0.12864 0.36933
C 0.23291 -1.61710 -0.02709
C 0.37044 -2.59621 1.12944
O 1.75183 -2.72231 1.41765
H -2.23020 1.81344 0.18585
H -1.03973 0.38385 2.27164
H -1.96157 -0.27287 0.90941
H 1.01262 0.15045 0.92578
H 0.15235 0.44385 -0.54797
H 1.24474 -1.70752 -0.50684
H -0.55598 -2.02853 -0.75644
H -0.04539 -3.65568 0.75369
H -0.04165 -2.42812 2.09967
H 1.91462 -3.49525 1.91012
O 0.49356 5.27503 -4.47386
H 1.25277 5.48531 -3.96862
H -0.12846 5.01017 -3.72939
*
```

Output
- HOMO level (eV) = -10.223
- SMILES string = OCCCCO.O
- molecular weight (u) = 108.14

Going by the computed energies, the most stable comes first: entry one, entry two.

Entry one
Molecular formula: C4H12O3
Method: DFT, the ωB97M-V functional and the def2-TZVPD basis

Geometry as ORCA input:
```
! wB97M-V def2-TZVPD RIJCOSX def2/J DEFGRID3
* xyz 0 1
C -1.25329 -0.36290 0.18058
C -0.02461 0.47126 -0.07525
O -0.00565 1.63042 0.74641
C 1.34358 -0.24814 -0.04444
C 1.28085 -1.71473 -0.55317
O 2.55526 -2.12853 -1.03156
H -2.08857 -0.19654 -0.51267
H -1.13511 -1.41580 -0.07159
H -1.57499 -0.33136 1.21611
H -0.02209 0.79557 -1.13521
H 0.82311 2.11069 0.53549
H 1.74621 -0.12163 0.97321
H 2.08791 0.22122 -0.68784
H 0.62776 -1.65735 -1.42723
H 0.94608 -2.36824 0.25202
H 3.02349 -2.49348 -0.27717
O -2.81723 2.91565 0.74827
H -3.55556 2.33673 0.56348
H -1.95715 2.55716 0.60057
*
```

Output
- HOMO level (eV) = -10.086
- SMILES string = C[C@@H](O)CCO.O
- molecular weight (u) = 108.14

Entry two
Molecular formula: C4H12O3
Method: DFT, the ωB97M-V functional and the def2-TZVPD basis

Geometry as ORCA input:
```
! wB97M-V def2-TZVPD RIJCOSX def2/J DEFGRID3
* xyz 0 1
C 0.36099 -1.34542 2.39197
C -0.57431 -1.24901 1.18095
C -0.91235 -0.15529 0.51119
C -1.84750 -0.02191 -0.64254
O -0.27112 1.12516 0.68771
H 1.43962 -1.52682 1.98813
H 0.19984 -0.38005 2.92235
H 0.05115 -2.21041 2.99182
H -0.55344 -2.23928 0.62878
H -1.27296 -0.19217 -1.58421
H -2.59419 -0.80611 -0.78676
H -2.20487 1.06137 -0.69072
H 0.17093 1.30258 -0.28128
O 2.09926 0.52794 -0.61284
H 1.53346 0.11707 0.07972
H 2.90834 0.88280 -0.23725
O 0.15234 1.71338 -2.68230
H 0.93483 1.16434 -2.36309
H 0.37998 2.23183 -3.50163
*
```

Output
- HOMO level (eV) = -8.645
- SMILES string = C/C=C(/C)O.O.O
- molecular weight (u) = 108.14

Entry three
Molecular formula: C4H12O3
Method: DFT, the ωB97M-V functional and the def2-TZVPD basis

Geometry as ORCA input:
```
! wB97M-V def2-TZVPD RIJCOSX def2/J DEFGRID3
* xyz 0 1
C -0.90255 -0.49427 1.83147
C -0.34371 -0.51583 0.43602
C 0.16982 0.53290 -0.20980
C 1.04919 0.46301 -1.43210
O 1.01669 1.70358 -2.19819
H -0.12313 -0.43032 2.58422
H -1.47624 -1.40679 1.97983
H -1.62207 0.32878 1.90161
H -0.42595 -1.51616 0.01271
H -0.18514 1.52380 0.08108
H 2.10488 0.36512 -1.19238
H 0.64972 -0.35399 -2.03105
H 0.91368 2.37883 -1.53570
O 2.44877 -0.47344 2.16992
H 3.06524 0.24980 2.34133
H 1.74400 -0.00871 1.71988
O -2.80658 -0.92106 -1.82954
H -1.90194 -0.87323 -2.13672
H -3.37470 -0.55203 -2.49256
*
```

Output
- HOMO level (eV) = -9.489
- SMILES string = C/C=C/CO.O.O
- molecular weight (u) = 108.14

Entry four
Molecular formula: C4H12O3
Method: DFT, the ωB97M-V functional and the def2-TZVPD basis

Geometry as ORCA input:
```
! wB97M-V def2-TZVPD RIJCOSX def2/J DEFGRID3
* xyz 0 1
C 3.27668 1.65926 0.79722
C 2.93961 0.54028 0.13718
C 2.01328 0.59061 -0.98475
C 1.52566 -0.33788 -1.75556
H 2.82837 2.55427 0.48231
H 4.20633 1.57056 1.42926
H 3.39870 -0.45652 0.38175
H 1.96870 1.62751 -1.13484
H 1.43722 -0.25873 -2.84644
H 0.79064 -0.99985 -1.40753
O -4.55003 -0.53940 0.49457
H -4.39387 -1.24507 1.12672
H -3.73726 -0.00191 0.55769
O -2.47981 -2.57237 -0.80140
H -1.62329 -2.63408 -0.31508
H -2.26783 -2.88946 -1.68542
O -1.99291 0.91413 2.07104
H -1.00840 1.19497 2.23279
H -2.33179 1.28368 1.22049
*
```

Output
- HOMO level (eV) = -8.500
- SMILES string = C=CC=C.O.O.O
- molecular weight (u) = 108.14

Going by the computed energies, the most stable comes first: entry one, entry three, entry two, entry four.

Entry one
Molecular formula: C4H12O3
Method: DFT, the ωB97M-V functional and the def2-TZVPD basis

Geometry as ORCA input:
```
! wB97M-V def2-TZVPD RIJCOSX def2/J DEFGRID3
* xyz 0 1
O 0.76655 -1.85756 -0.23194
C -0.17626 -0.78633 -0.18830
C 0.14268 0.29097 0.86501
C -0.03105 1.65404 0.16049
C -1.47193 1.91385 -0.23512
O -1.50127 2.98690 -1.17367
H 1.29390 -1.97171 0.56325
H -1.13244 -1.26133 0.03795
H -0.14101 -0.36025 -1.17851
H -0.36990 0.27331 1.82416
H 1.21475 0.16753 1.04261
H 0.28685 2.51797 0.75385
H 0.62658 1.66618 -0.71076
H -1.85552 1.04754 -0.78773
H -2.07964 2.10050 0.65466
H -2.40767 3.16806 -1.42670
O 2.38779 -4.13092 -0.22157
H 1.82029 -3.37856 -0.45472
H 2.62731 -4.04018 0.70705
*
```

Output
- HOMO level (eV) = -10.551
- SMILES string = OCCCCO.O
- molecular weight (u) = 108.14

Entry two
Molecular formula: C4H12O3
Method: DFT, the ωB97M-V functional and the def2-TZVPD basis

Geometry as ORCA input:
```
! wB97M-V def2-TZVPD RIJCOSX def2/J DEFGRID3
* xyz 0 1
C 2.56894 1.83105 0.05126
C 1.99063 0.82221 -0.67597
C 2.29243 -0.61061 -0.31941
C 1.54465 -1.73132 -0.72539
H 3.50553 1.56465 0.64060
H 2.35213 2.81514 -0.39329
H 1.24962 1.16375 -1.50719
H 3.34743 -0.66833 -0.01217
H 1.83975 -2.75840 -0.51451
H 0.37109 -1.62413 -0.91770
O -2.46377 -0.07947 -2.22751
H -1.51234 -0.17712 -2.34343
H -2.60917 0.89987 -2.20721
O -3.33292 -0.76054 3.50788
H -2.43961 -1.05791 3.46092
H -3.58173 -0.43958 2.57945
O -1.66477 0.49895 0.83211
H -1.24584 0.67304 0.04731
H -2.21205 -0.36126 0.72426
*
```

Output
- HOMO level (eV) = -9.237
- SMILES string = C=CC=C.O.O.O
- molecular weight (u) = 108.14

Going by the computed energies, the most stable comes first: entry one, entry two.

Entry one
Molecular formula: C4H12O3
Method: DFT, the ωB97M-V functional and the def2-TZVPD basis

Geometry as ORCA input:
```
! wB97M-V def2-TZVPD RIJCOSX def2/J DEFGRID3
* xyz 0 1
C 0.55677 -1.56488 1.64733
C 0.89253 -0.33025 0.73281
O 0.08326 0.76584 1.15349
C 0.31990 -0.55048 -0.65799
C 0.66673 0.61229 -1.73812
O -0.52012 0.89752 -2.43674
H 0.65329 -1.35826 2.69293
H 1.13804 -2.51552 1.48749
H -0.51764 -1.73216 1.55915
H 1.91814 0.02127 0.70749
H -0.19052 0.68679 2.19709
H 0.54915 -1.55557 -0.97153
H -0.78141 -0.70206 -0.71707
H 0.91610 1.51979 -1.18729
H 1.45448 0.21552 -2.47524
H -1.16578 1.01111 -1.82356
O -2.14930 1.24159 -0.22969
H -1.22368 1.26254 0.16527
H -2.59995 2.07491 -0.10583
*
```

Output
- HOMO level (eV) = -9.666
- SMILES string = C[C@H](O)CCO.O
- molecular weight (u) = 108.14

Entry two
Molecular formula: C4H12O3
Method: DFT, the ωB97M-V functional and the def2-TZVPD basis

Geometry as ORCA input:
```
! wB97M-V def2-TZVPD RIJCOSX def2/J DEFGRID3
* xyz 0 1
C -2.75160 0.01685 1.91687
C -2.15104 -1.17653 1.60217
C -1.37853 -1.35473 0.33369
C -0.79049 -2.48362 -0.05550
H -2.78754 0.87807 1.14946
H -3.34529 0.18031 2.85158
H -2.02617 -1.93249 2.36047
H -1.16841 -0.46359 -0.20686
H -0.86611 -2.67145 -1.07038
H -0.51722 -3.34430 0.58654
O 3.19995 2.58711 -0.24261
H 3.42832 2.76080 0.69512
H 3.20152 1.56209 -0.25847
O 2.32380 -0.08477 -0.47667
H 1.83115 -0.70752 0.02867
H 1.68636 0.26897 -1.03710
O -0.12733 1.22222 -2.21884
H 0.68025 1.80099 -2.16180
H -0.85820 1.85974 -2.21558
*
```

Output
- HOMO level (eV) = -8.825
- SMILES string = C=CC=C.O.O.O
- molecular weight (u) = 108.14

Entry three
Molecular formula: C4H12O3
Method: DFT, the ωB97M-V functional and the def2-TZVPD basis

Geometry as ORCA input:
```
! wB97M-V def2-TZVPD RIJCOSX def2/J DEFGRID3
* xyz 0 1
C -2.75865 -0.91145 1.14470
C -1.38980 -1.25445 0.39757
C -0.45131 -2.11756 1.20899
C -0.93951 0.11955 -0.13277
O -1.01286 0.46221 -1.27486
H -3.22545 -1.82228 1.51057
H -3.30805 -0.18555 0.48885
H -2.47643 -0.36313 2.03582
H -1.72911 -1.62427 -0.58175
H -0.55912 -3.11909 0.81243
H -0.57253 -1.91940 2.27558
H 0.61620 -1.94902 1.01902
H -0.26559 0.64876 0.62187
O 3.55062 2.20952 -2.95968
H 2.73930 1.86420 -3.33969
H 4.13872 2.33031 -3.71814
O 2.36028 2.79737 0.04182
H 2.80524 2.17045 -0.53058
H 2.47804 2.66382 0.98024
*
```

Output
- HOMO level (eV) = -9.510
- SMILES string = CC(C)C=O.O.O
- molecular weight (u) = 108.14

Going by the computed energies, the most stable comes first: entry three, entry one, entry two.

Entry one
Molecular formula: C2H5NOS
Method: DFT, the ωB97M-V functional and the def2-TZVPD basis

Geometry as ORCA input:
```
! wB97M-V def2-TZVPD RIJCOSX def2/J DEFGRID3
* xyz 0 1
C 1.16847 1.11728 0.19907
S 1.15552 -0.70460 0.51200
N -0.51317 -1.15939 -0.31528
C -1.83522 -0.93228 -0.61039
O -2.61937 0.01615 -0.68002
H 0.84597 1.16036 -0.83927
H 2.20215 1.40677 0.44376
H 0.27170 1.39777 0.82731
H -0.39795 -2.22474 -0.34557
H -2.31115 -1.89655 -0.82245
*
```

Output
- HOMO level (eV) = -9.027
- SMILES string = CSNC=O
- molecular weight (u) = 91.13

Entry two
Molecular formula: C2H5NOS
Method: DFT, the ωB97M-V functional and the def2-TZVPD basis

Geometry as ORCA input:
```
! wB97M-V def2-TZVPD RIJCOSX def2/J DEFGRID3
* xyz 0 1
C -1.80598 -0.00533 -0.11649
C 0.63672 0.04318 0.11795
N -0.68882 0.63276 0.08752
O -4.10771 -0.79240 0.12712
S -3.43190 0.44994 0.00093
H -1.64840 -1.35589 -0.34126
H 0.57635 -1.00864 0.19556
H 1.12084 0.03956 -0.79265
H 1.21041 0.58603 0.84682
H -0.78927 1.71453 0.10103
*
```

Output
- HOMO level (eV) = -7.316
- molecular weight (u) = 91.13

Going by the computed energies, the most stable comes first: entry one, entry two.

Entry one
Molecular formula: CH5N3O
Method: DFT, the ωB97M-V functional and the def2-TZVPD basis

Geometry as ORCA input:
```
! wB97M-V def2-TZVPD RIJCOSX def2/J DEFGRID3
* xyz 0 1
N 0.64493 0.32118 2.06105
N 0.60697 0.44006 0.48725
C 0.07791 -0.67220 0.13548
N -0.47062 -0.75866 -1.12586
O -0.77336 0.51299 -1.77547
H 0.09821 1.06020 2.46210
H 1.67982 0.55322 2.31605
H 0.10347 -1.49196 0.81065
H -1.27172 -1.31871 -1.12130
H -0.35936 1.10851 -1.03378
*
```

Output
- HOMO level (eV) = -9.316
- SMILES string = N/N=C/NO
- molecular weight (u) = 75.07

Entry two
Molecular formula: CH5N3O
Method: DFT, the ωB97M-V functional and the def2-TZVPD basis

Geometry as ORCA input:
```
! wB97M-V def2-TZVPD RIJCOSX def2/J DEFGRID3
* xyz 0 1
C -0.42738 0.55415 -0.58782
N -0.11228 0.33187 0.76401
N 0.31466 -1.01652 0.91644
N -0.02458 1.14213 1.73629
O -0.44802 2.27371 1.47841
H -1.04228 -0.27411 -0.87011
H -1.06801 1.51959 -0.54756
H 0.37347 0.71533 -1.21846
H 0.81353 -1.25252 1.82697
H -0.44524 -1.59776 0.75705
*
```

Output
- HOMO level (eV) = -9.218
- SMILES string = CN(N)N=O
- molecular weight (u) = 75.07

Entry three
Molecular formula: CH5N3O
Method: DFT, the ωB97M-V functional and the def2-TZVPD basis

Geometry as ORCA input:
```
! wB97M-V def2-TZVPD RIJCOSX def2/J DEFGRID3
* xyz 0 1
N 1.77564 -0.60815 -0.13565
N 1.33979 0.66353 0.03077
C 0.00190 0.79303 -0.02015
N -0.77887 -0.34900 0.07945
O -2.09254 -0.09685 -0.09002
H 1.06791 -1.30781 0.43875
H 2.73921 -0.72585 0.41039
H -0.52236 1.75736 0.13881
H -0.39631 -0.96701 -0.52755
H -2.51546 -0.68476 0.55866
*
```

Output
- HOMO level (eV) = -8.343
- SMILES string = N/N=C\NO
- molecular weight (u) = 75.07

Going by the computed energies, the most stable comes first: entry one, entry two, entry three.